[1]
16
Properties=species:S:1:pos:R:3:forces:R:3 method="wB97M-V/def2-TZVPD" homo_energy_ev=-8.5 relative_energy_kcal_mol=67.1 smiles=C#CN(C)C.N mol_weight_da=86.14 lumo_energy_ha=0.0335 total_energy_ev=-7287.708
C -0.86431 2.08994 -0.27697 0.234 -1.058 0.293
C -0.30456 1.03649 -0.07422 0.945 0.863 -0.506
N 0.54949 -0.01164 0.03983 -0.530 0.319 -0.041
C 1.72920 0.20382 0.85346 0.205 -0.033 0.345
C 0.81245 -0.74310 -1.18632 -0.157 -0.323 -0.174
H -1.48697 2.93007 -0.38147 -0.304 0.374 -0.016
H 2.10899 -0.77020 1.16852 0.026 0.058 0.062
H 2.53817 0.72424 0.32297 -0.155 0.035 -0.129
H 1.47256 0.79034 1.73411 -0.032 -0.090 -0.023
H 1.18176 -1.73394 -0.91619 0.054 -0.001 -0.106
H 1.54735 -0.25490 -1.84022 -0.008 0.102 0.150
H -0.11234 -0.86193 -1.74843 0.003 -0.017 0.052
N -2.39540 -1.00773 0.43125 -1.253 -0.874 1.912
H -2.67348 -0.91999 1.43008 0.055 -0.044 -1.153
H -2.67093 -0.15167 -0.03617 0.996 -0.192 0.011
H -1.43199 -1.31982 0.47979 -0.076 0.881 -0.677

[2]
56
Properties=species:S:1:pos:R:3:forces:R:3 method="wB97M-V/def2-TZVPD" homo_energy_ev=-8.5 relative_energy_kcal_mol=38.5 smiles="C[C@@H](NC(=O)C1CCN(S(=O)(=O)c2ccc3c(c2)NC(=O)CO3)CC1)c1ccccc1" mol_weight_da=443.52 lumo_energy_ha=0.0176 total_energy_ev=-48763.960
C 4.38919 2.38580 -1.22417 -0.213 -0.163 -0.047
C 2.92336 2.00037 -1.05367 0.036 0.006 -0.110
N 2.73401 1.28213 0.20003 0.441 0.260 -0.112
C 1.88265 0.24603 0.30688 0.201 -0.107 0.628
O 1.33903 -0.26583 -0.65348 -0.142 -0.098 -0.311
C 1.57592 -0.19425 1.73944 -0.253 -0.145 -0.358
C 0.29661 0.57606 2.11174 0.038 -0.058 0.311
C -0.38474 0.00597 3.35565 -0.184 0.673 -0.190
N -0.59316 -1.41478 3.26608 -0.931 -0.336 -0.216
S -2.01591 -2.00260 2.62724 0.109 -0.047 0.227
O -3.01846 -1.00857 2.87907 0.157 0.225 -0.274
O -2.18795 -3.32037 3.16164 0.235 -0.125 -0.272
C -1.76084 -2.16387 0.85817 -0.142 -0.008 0.661
C -1.31431 -3.36897 0.35066 -0.054 -0.099 0.052
C -0.94533 -3.45469 -0.98032 0.003 0.301 -0.148
C -0.98334 -2.32417 -1.78906 -0.255 -0.042 0.476
C -1.44156 -1.10709 -1.26350 0.044 -0.444 0.088
C -1.86527 -1.04448 0.05462 -0.036 -0.046 -0.279
N -1.38057 0.03344 -2.06138 -0.176 0.259 0.265
C -0.92129 0.01744 -3.33470 0.012 -0.239 0.054
O -0.67493 1.02391 -3.95878 0.039 0.102 -0.281
C -0.84002 -1.37289 -3.95036 -0.103 0.166 -0.525
O -0.53811 -2.43131 -3.06245 0.184 -0.021 0.236
C 0.61091 -2.16848 3.02632 0.431 -0.402 -0.263
C 1.35408 -1.70979 1.76922 -0.005 0.100 0.122
C 2.00256 3.20124 -1.09230 -0.083 -0.071 -0.111
C 2.12028 4.21447 -0.14759 0.006 -0.015 -0.056
C 1.25910 5.29675 -0.16466 0.047 0.047 0.111
C 0.26486 5.37768 -1.12505 -0.087 0.045 -0.040
C 0.13666 4.36973 -2.06479 -0.092 0.069 -0.032
C 0.99897 3.28651 -2.04780 0.123 -0.061 0.021
H 4.71012 3.05607 -0.42993 0.075 0.102 0.079
H 5.01521 1.49707 -1.20670 0.074 -0.065 0.010
H 4.52447 2.89218 -2.17586 0.051 0.089 -0.058
H 2.62939 1.30073 -1.84247 0.041 0.153 0.126
H 3.09351 1.72017 1.03345 -0.081 -0.145 0.050
H 2.38683 0.08292 2.41994 0.021 0.046 -0.019
H -0.39159 0.51039 1.26991 0.026 0.091 0.024
H 0.53149 1.63052 2.27431 -0.042 0.032 -0.048
H 0.22846 0.19909 4.24379 -0.077 -0.043 -0.005
H -1.36562 0.46008 3.49807 0.188 0.158 0.115
H -1.26415 -4.22311 1.00568 0.033 -0.158 0.025
H -0.58882 -4.37854 -1.40561 0.031 -0.121 -0.058
H -2.26495 -0.13088 0.46724 -0.004 0.181 -0.017
H -1.47047 0.93472 -1.60981 0.112 -0.041 -0.151
H -0.06378 -1.37849 -4.71929 -0.161 0.107 0.157
H -1.81047 -1.56702 -4.43718 0.168 0.061 0.077
H 1.25778 -2.05430 3.90461 -0.099 -0.084 0.003
H 0.32036 -3.21598 2.94526 0.234 -0.062 0.077
H 2.31944 -2.21698 1.71859 0.003 -0.057 -0.048
H 0.78861 -1.98109 0.87767 0.104 -0.003 0.054
H 2.89120 4.16509 0.60917 0.099 0.007 0.089
H 1.36441 6.07848 0.57355 0.005 0.064 0.054
H -0.40672 6.22325 -1.13811 -0.057 0.066 -0.006
H -0.63648 4.41989 -2.81660 -0.082 0.007 -0.078
H 0.88295 2.50411 -2.78295 -0.014 -0.113 -0.081

[3]
13
Properties=species:S:1:pos:R:3:forces:R:3 method="wB97M-V/def2-TZVPD" homo_energy_ev="-16.4 / -17.6" relative_energy_kcal_mol=29.9 s_squared=0.7569 multiplicity=2 mol_weight_da=243.18 charge=+2 lumo_energy_ha="-0.3830 / -0.3925" total_energy_ev=-21961.869
O 1.87748 0.81020 -0.77123 0.191 0.597 -3.161
C 1.12660 -0.29211 -1.05862 -2.058 -0.077 -1.025
O 1.30558 -1.34142 -0.12204 0.017 0.779 2.168
C 1.01683 -0.95804 1.25253 -1.303 -4.076 -1.206
In 1.88873 0.90359 1.09707 0.997 1.305 2.951
H 1.38204 -0.73261 -2.03938 -0.216 0.408 0.400
H 1.47028 -1.74186 1.87721 0.208 0.738 0.015
H -0.08009 -1.01461 1.40213 0.446 0.802 0.135
H -0.08416 0.01238 -1.01922 1.935 -0.572 -0.163
O -2.42881 0.18693 0.53161 -0.068 -0.247 -0.038
C -1.66932 0.75697 -0.28005 -0.985 0.883 0.157
O -1.97277 1.81579 -0.86993 -0.087 -0.210 -0.057
Mg -3.83238 1.59476 -0.00007 0.924 -0.329 -0.177

[4]
44
Properties=species:S:1:pos:R:3:forces:R:3 method="wB97M-V/def2-TZVPD" homo_energy_ev="0.8 / -6.6" relative_energy_kcal_mol=0.0 s_squared=6.0117 multiplicity=5 mol_weight_da=344.17 charge=-1 lumo_energy_ha="0.1103 / 0.1020" total_energy_ev=-85880.004
Co -1.27124 1.55264 -0.23977 0.142 0.450 -1.684
Cl -3.11069 1.14744 -1.19158 -1.374 -0.048 -0.750
Cl 0.20019 3.05916 -0.00303 0.876 1.240 0.090
C 2.20208 -1.61824 -1.98900 1.025 0.271 2.109
H 2.46835 -2.52877 -1.44284 0.078 0.414 -0.106
H 2.87116 -0.77115 -1.80974 -0.160 -0.388 0.044
C 0.72349 -1.34082 -2.05445 1.083 -1.129 -1.057
C 1.62566 -1.77651 -3.29787 -1.919 -0.139 -0.145
H 0.11968 -2.13532 -1.60649 0.083 0.323 -0.293
C 1.89529 -0.74563 -4.35716 0.030 0.228 -0.386
H 1.46594 -2.80316 -3.63399 0.033 0.315 -0.072
C 1.97488 0.68054 -3.79084 0.117 -0.173 -0.009
H 2.85176 -0.98076 -4.85024 -0.145 0.049 0.057
H 1.13028 -0.80473 -5.14459 0.019 0.053 0.174
C 0.78308 1.09786 -2.92389 -0.151 0.502 -0.040
H 2.89977 0.76755 -3.20683 -0.128 0.030 -0.128
H 2.06093 1.39639 -4.61604 0.090 -0.115 0.087
C 0.11708 0.01855 -2.05838 -0.791 0.582 0.206
H 1.09093 1.91623 -2.26060 0.035 -0.139 -0.261
H -0.00259 1.53274 -3.55953 0.227 -0.125 0.038
H 0.04115 0.43541 -1.00450 0.595 -0.798 -0.633
H -0.92895 -0.08381 -2.38446 0.284 -0.082 0.075
C -1.65189 -2.21332 1.31814 0.019 -0.118 -0.051
C -2.31549 -0.89827 1.72202 -0.327 0.326 0.473
P -1.26227 0.59228 1.65444 0.500 -1.312 1.420
C -1.95049 1.86908 2.76981 -0.266 -0.107 0.064
C -1.10207 2.25348 3.98058 -0.139 0.193 0.228
C 0.44857 0.13296 2.10763 -0.112 0.267 0.186
C 0.66785 -0.45488 3.49848 0.345 -0.122 0.142
H -1.52412 -2.28310 0.23166 0.020 0.090 0.149
H -2.29198 -3.05117 1.61962 0.099 0.114 -0.054
H -0.67322 -2.35658 1.78794 -0.172 -0.006 -0.027
H -3.15145 -0.67193 1.04440 0.083 -0.097 0.220
H -2.71132 -0.93029 2.74701 0.019 -0.257 -0.149
H -2.11694 2.74767 2.12649 0.023 -0.152 0.275
H -2.94149 1.50199 3.07767 0.191 0.135 0.005
H -0.10182 2.59889 3.69427 -0.163 -0.159 -0.016
H -1.58518 3.08240 4.51112 0.047 -0.070 -0.030
H -1.00272 1.42018 4.68281 -0.023 0.187 -0.163
H 0.77410 -0.57171 1.32715 -0.091 0.111 0.115
H 1.03825 1.04958 1.95832 -0.065 -0.236 0.023
H -0.07982 -1.20974 3.76731 0.048 0.110 -0.042
H 1.65084 -0.93887 3.52449 -0.102 0.006 0.078
H 0.67444 0.31576 4.27450 0.017 -0.225 -0.159

[5]
13
Properties=species:S:1:pos:R:3:forces:R:3 method="wB97M-V/def2-TZVPD" homo_energy_ev="-6.6 / -5.7" relative_energy_kcal_mol=97.4 mol_weight_da=170.16 lumo_energy_ha="-0.0331 / -0.0313" total_energy_ev=-30755.267
C -1.27914 0.47434 0.56527 -0.690 -0.651 1.726
C -0.12698 1.08365 0.28658 -0.102 0.604 -1.135
O 1.05583 0.36389 0.53108 0.893 -1.283 -0.183
C 2.15339 0.58699 -0.18771 -1.483 0.653 -1.419
O 2.36187 1.55077 -0.87590 0.645 -0.109 0.448
O 2.85217 -0.54193 -0.17807 1.142 -0.695 0.539
H -1.76809 0.90874 1.44600 -1.380 0.553 -1.141
H 0.04834 1.89554 -0.42222 0.209 0.620 0.871
H 3.73386 -0.38369 -0.53916 -0.065 0.149 -0.204
O -3.80734 -0.40020 -0.81616 2.083 0.910 0.074
O -2.21376 -1.93130 -0.30889 0.132 0.523 -0.895
C -2.74547 -0.85853 -0.52939 -1.328 -1.967 1.414
K -0.26468 -2.74827 1.02856 -0.055 0.692 -0.094